Entry 1:
Computed, not measured: C44H62Br12IN2O6 as an isolated structure, with the ωB97M-V functional and the def2-TZVPD basis.

Its largest force on an atom is 0.04648 Eh/bohr. The total energy comes out at -33460.18719 Ha. As for the spin multiplicity: 1. The net charge is +1.

Structure (XYZ):
```
127
Properties=species:S:1:pos:R:3:forces:R:3
C 0.90926 2.74870 -2.40652 -0.36 -0.64 1.01
C 0.45486 1.97029 -3.19008 -0.21 -0.56 -0.25
C -0.02485 1.00928 -4.17678 0.43 0.17 -0.05
C 0.59281 -0.39362 -3.97565 -0.14 0.47 0.39
C -0.03188 -1.35254 -2.91581 -0.16 -0.32 -0.88
C -1.51324 -1.27012 -2.62599 0.58 0.51 0.55
C -1.98294 -0.97325 -1.33586 -0.22 0.31 0.17
C -1.05220 -0.77652 -0.14990 -0.10 -0.69 -0.63
C -0.23026 0.50616 -0.14255 0.28 -0.35 0.06
N 0.63024 0.70800 1.02011 -0.51 -0.27 -0.24
C -0.02616 0.51584 2.33450 0.71 0.37 0.16
C 0.15549 -0.85385 2.96533 -0.29 -0.11 0.20
C 1.85588 0.00746 0.89246 0.69 0.00 0.12
C 3.10001 0.74123 1.30948 0.06 -0.43 0.10
O 1.93778 -1.11255 0.44010 -0.32 0.02 -0.46
C -3.36564 -0.90879 -1.13601 -0.07 0.41 -0.79
C -3.98186 -0.59206 0.20335 0.52 -0.17 0.83
O -3.93509 -1.41370 1.06800 -0.21 -0.28 -0.01
O -4.62935 0.57523 0.41976 0.31 -0.02 -0.32
I -3.59937 2.25778 0.14079 -0.21 0.02 -0.17
C -4.24718 -1.20547 -2.18040 0.05 0.39 0.03
C -5.73397 -1.22959 -1.90144 -0.01 -0.19 0.00
C -6.55182 0.06828 -1.87901 -0.22 0.39 0.36
O -7.11343 0.37213 -0.85842 0.03 0.02 0.20
C -6.77335 0.91548 -3.08942 0.56 -0.03 0.06
C -6.68667 2.30407 -2.97695 -0.02 0.17 0.14
C -6.96467 3.14881 -4.03959 -0.86 -1.95 0.26
C -7.38732 2.54703 -5.25513 -0.36 -0.07 1.13
C -7.46138 1.16834 -5.36151 -0.11 0.07 -0.02
C -7.14539 0.34990 -4.28461 0.04 -0.15 -0.26
C -3.72226 -1.52835 -3.41991 -1.91 0.53 0.96
C -4.63208 -1.86920 -4.53415 0.00 -1.01 -0.41
C -4.98655 -3.15589 -4.78992 -0.13 0.42 0.05
N -2.38388 -1.53319 -3.63328 -0.12 -0.13 0.12
C -1.89587 -1.90763 -4.96766 0.05 0.17 -0.83
C -1.89616 -0.78857 -6.02504 0.16 -0.38 -0.03
O -2.89532 0.19575 -5.79451 -0.10 -0.27 -0.26
C -2.93740 1.04592 -6.90164 0.14 0.81 -0.28
O -1.96239 1.64128 -7.24123 0.37 -0.24 0.06
C -4.26065 1.16822 -7.58141 -0.69 -0.58 0.71
C -5.04336 -0.15643 -7.67915 0.00 0.42 -0.02
H 1.06275 3.28905 -1.50882 0.42 0.30 -0.03
H 0.31593 1.37420 -5.14644 -0.10 -0.02 -0.20
H -1.11249 1.04882 -4.21735 -0.12 -0.20 0.05
H 0.68493 -0.86957 -4.94685 -0.10 -0.21 -0.01
H 1.60920 -0.20069 -3.64617 0.20 -0.18 -0.03
H 0.55826 -1.31664 -2.01572 -0.16 0.14 0.42
H 0.11400 -2.36547 -3.29871 0.23 -0.13 0.14
H -0.33633 -1.59316 -0.19453 0.10 -0.16 0.24
H -1.63293 -0.94027 0.74990 -0.02 0.20 0.16
H -0.83080 1.38687 -0.30334 -0.30 0.23 0.14
H 0.43199 0.45657 -0.99162 0.18 0.19 -0.33
H -1.07815 0.75971 2.22703 -0.15 0.06 -0.14
H 0.39368 1.25608 3.01465 -0.06 0.11 0.12
H -0.42348 -0.88398 3.88608 -0.06 -0.04 0.11
H 1.18803 -1.04527 3.24105 0.20 0.06 -0.02
H -0.17592 -1.67351 2.33579 -0.05 -0.06 -0.15
H 3.16325 0.76453 2.39746 -0.09 0.34 0.12
H 3.14720 1.73312 0.87481 -0.17 0.23 0.21
H 3.95316 0.16849 0.96532 0.11 -0.11 -0.04
H -6.27452 -1.89253 -2.57398 0.22 -0.18 -0.21
H -5.83486 -1.65717 -0.90815 -0.33 -0.03 0.13
H -6.40741 2.71632 -2.01961 0.02 0.09 0.13
H -6.87439 4.20102 -3.87724 -0.25 0.28 -0.15
H -7.67220 3.16428 -6.08408 -0.24 0.00 -0.18
H -7.78985 0.70432 -6.27945 -0.13 0.11 -0.13
H -7.24105 -0.72458 -4.36106 -0.04 -0.08 -0.13
H -5.02449 -1.09775 -5.18379 1.51 0.18 -0.83
H -4.84540 -3.55850 -5.78786 -1.66 0.42 -0.51
H -5.46512 -3.80939 -4.06771 1.58 -0.63 0.60
H -2.47806 -2.72871 -5.35417 -0.36 -0.11 0.33
H -0.88372 -2.27916 -4.91948 0.09 -0.01 0.30
H -0.89933 -0.37301 -6.11421 -0.09 0.44 0.09
H -2.10029 -1.26599 -6.98556 0.02 -0.16 -0.07
H -4.83362 1.87403 -6.97741 0.01 0.02 -0.04
H -4.13643 1.63316 -8.54889 0.34 0.11 -0.11
H -5.49414 -0.21712 -8.66334 0.03 -0.29 -0.14
H -4.40641 -1.01298 -7.48673 0.05 -0.22 -0.26
H -5.85845 -0.19849 -6.96305 0.00 0.03 0.11
Br 3.87100 -3.98761 7.23304 -0.05 -0.03 0.02
C 2.83594 -3.57406 5.64322 0.16 -0.17 0.08
C 3.56288 -2.60409 4.75116 -0.16 0.19 -0.11
Br 3.48469 -0.78912 5.45431 0.06 -0.01 -0.03
H 1.87555 -3.19915 5.98143 0.00 0.06 -0.03
H 2.69421 -4.52495 5.13455 0.02 0.02 -0.05
H 3.08790 -2.55652 3.77278 -0.02 -0.04 0.00
H 4.61321 -2.84726 4.62998 0.01 -0.04 0.05
Br 5.87755 -4.25002 11.17134 -0.03 -0.03 -0.08
C 5.65343 -2.53721 10.26926 0.26 -0.06 0.04
C 5.25444 -1.45446 11.23356 -0.19 0.11 -0.05
Br 3.37828 -1.59321 11.72976 0.04 -0.03 0.05
H 4.92838 -2.69094 9.47777 -0.06 0.06 0.05
H 6.62477 -2.31575 9.82970 0.00 0.07 0.04
H 5.35800 -0.47725 10.76786 0.04 -0.02 -0.05
H 5.82664 -1.47841 12.15603 0.03 -0.03 0.00
Br 9.57094 -2.53864 10.13494 -0.06 0.00 0.04
C 9.17352 -3.87713 8.77941 0.14 0.01 0.19
C 9.49984 -3.38282 7.39710 -0.19 -0.02 -0.16
Br 8.15108 -2.13139 6.75705 0.03 0.03 0.03
H 8.12653 -4.14170 8.89560 -0.01 -0.02 -0.03
H 9.79123 -4.73470 9.03576 0.02 -0.01 -0.05
H 9.48959 -4.20587 6.68640 -0.01 -0.03 0.03
H 10.45537 -2.87214 7.34562 0.01 0.01 0.05
Br 7.34829 -2.35647 15.25236 0.00 0.05 -0.09
C 8.49722 -3.40103 14.08033 -0.12 -0.06 0.19
C 9.93478 -3.37348 14.52910 0.10 0.07 -0.22
Br 10.79053 -1.68387 14.08533 -0.02 0.01 0.05
H 8.36406 -3.00604 13.07850 0.06 -0.03 -0.03
H 8.10447 -4.41429 14.12346 0.03 -0.02 -0.01
H 10.50634 -4.13349 14.00107 -0.03 -0.01 -0.02
H 10.05133 -3.51218 15.59855 -0.07 0.00 0.02
Br -5.40791 4.18641 -5.97874 1.57 1.58 -0.88
C -4.55920 5.86337 -6.53578 -0.13 -0.15 -0.18
C -4.17229 5.84606 -7.99107 0.31 0.08 -0.05
Br -2.57327 4.78053 -8.29270 -0.14 -0.05 0.02
H -3.71419 6.01941 -5.87681 0.11 0.01 0.00
H -5.30863 6.63072 -6.35255 -0.02 -0.03 -0.02
H -3.92135 6.84778 -8.33312 -0.04 0.02 0.05
H -4.94790 5.43341 -8.62763 -0.05 0.01 0.03
Br 0.63210 5.28914 -3.54489 0.13 0.81 -0.29
C 2.11894 6.53914 -3.72979 -0.37 0.17 -0.02
C 2.61152 6.59510 -5.15055 0.25 -0.05 -0.02
Br 3.66943 5.02707 -5.59886 -0.06 -0.03 -0.03
H 2.88390 6.21983 -3.03015 0.04 -0.03 -0.04
H 1.72926 7.50696 -3.42184 0.02 0.02 -0.04
H 3.27789 7.44332 -5.28875 -0.01 0.02 0.04
H 1.80478 6.64646 -5.87420 -0.04 0.01 0.04
```
Forces are in eV/Å.


Entry 2:
Computed, not measured: C44H63BCaN9S4SiTe as an isolated structure, with the ωB97M-V functional and the def2-TZVPD basis.

Its largest force on an atom is 0.01394 Eh/bohr. For the energy above the lowest of the compared OMol25 structures with the same formula, charge and spin, the calculation gives 9.4 kcal/mol. The total energy comes out at -5059.96429 Ha. As for the spin multiplicity: 1. The net charge is +1.

Structure (XYZ):
```
124
Properties=species:S:1:pos:R:3:forces:R:3
Ca -0.26730 0.74914 -0.46728 0.06 0.25 -0.35
C -4.46134 -3.54469 0.50442 -0.02 -0.02 0.02
C -3.19708 -3.95745 -0.16892 0.12 -0.09 -0.09
C -3.00981 -5.20414 -0.67215 -0.01 0.17 0.07
C -1.79298 -5.55077 -1.31980 0.01 -0.13 -0.06
N -0.82941 -4.69064 -1.44359 0.08 0.11 0.00
N -1.01074 -3.45712 -0.93923 0.02 0.21 -0.15
B 0.12401 -2.46677 -1.18369 0.04 -0.66 0.27
N -0.18224 -1.54332 -2.35954 -0.12 -0.02 -0.27
N -1.38450 -1.84700 -2.92936 -0.03 0.07 0.01
C -1.66323 -1.40026 -4.10840 0.04 0.03 0.08
C -0.68976 -0.68369 -4.86520 0.16 0.01 -0.05
C 0.51581 -0.38228 -4.32904 -0.09 0.02 0.05
C 1.58616 0.32469 -5.08946 -0.01 0.02 -0.04
C 0.75725 -0.74884 -2.95154 -0.07 0.00 -0.18
S 2.08588 -0.18468 -2.09807 0.04 0.06 0.13
C -3.02533 -1.75526 -4.68323 -0.02 -0.05 0.08
C -3.58730 -0.57567 -5.48373 -0.02 0.01 0.02
C -4.00481 -2.11378 -3.56131 0.00 -0.01 -0.04
C -2.83313 -2.97082 -5.59973 -0.01 -0.01 -0.03
N 1.51280 -3.16972 -1.31611 0.12 0.05 -0.08
N 2.09892 -3.76186 -2.32902 0.05 0.01 0.08
C 3.34769 -4.14260 -2.12530 -0.03 0.04 -0.01
C 3.98846 -3.92810 -0.88101 -0.05 0.04 0.05
C 3.36166 -3.28251 0.16037 -0.06 -0.02 -0.15
C 3.98305 -2.96723 1.47841 0.03 0.02 0.02
C 2.05695 -2.88051 -0.14160 -0.09 0.04 -0.04
S 0.78004 -1.98148 0.64056 0.10 -0.03 0.16
C 4.03138 -4.78031 -3.32582 0.00 -0.04 0.00
C 3.22768 -6.01808 -3.74857 0.00 0.04 -0.02
C 5.46849 -5.19209 -3.01115 0.00 -0.01 0.00
C 4.03642 -3.75215 -4.46655 0.00 -0.01 -0.01
C -2.12047 -3.01318 -0.32976 -0.34 -0.43 0.08
S -2.26897 -1.42808 0.20124 -0.04 0.53 0.28
C -1.58720 -6.93916 -1.90013 0.03 0.00 -0.04
C -2.67297 -7.19646 -2.95506 0.02 0.01 -0.02
C -1.70581 -7.97257 -0.77245 0.01 -0.02 0.01
C -0.21041 -7.05743 -2.55273 -0.01 -0.04 0.08
H -5.15886 -4.37958 0.54675 0.00 0.02 0.01
H -4.25574 -3.19038 1.51529 -0.01 0.00 0.00
H -4.92342 -2.71263 -0.02869 0.01 0.00 -0.01
H -3.79668 -5.94167 -0.58255 0.00 -0.01 -0.01
H -0.91105 -0.39218 -5.88361 0.00 -0.01 0.01
H 1.29080 0.45344 -6.12937 0.01 0.02 0.01
H 1.79330 1.29881 -4.64709 -0.01 0.00 0.00
H 2.51762 -0.24154 -5.04378 0.00 0.00 0.00
H -3.60621 0.33113 -4.87674 -0.01 0.01 -0.02
H -3.01795 -0.37940 -6.39334 0.01 0.00 0.01
H -4.60974 -0.80287 -5.78806 0.00 -0.01 0.00
H -4.17017 -1.26898 -2.89024 0.04 0.02 0.00
H -4.96206 -2.39552 -4.00368 0.00 0.00 0.01
H -3.63904 -2.95034 -2.96577 -0.01 -0.02 -0.02
H -2.11690 -2.76484 -6.39843 0.00 0.00 0.00
H -2.47070 -3.82679 -5.02709 0.01 -0.02 0.00
H -3.78408 -3.24138 -6.06201 0.01 0.00 0.00
H 5.00979 -4.25842 -0.75163 0.00 0.00 -0.01
H 4.98928 -3.37488 1.54707 0.00 0.01 0.01
H 4.03077 -1.88399 1.61634 0.00 0.00 0.01
H 3.38142 -3.37516 2.29267 0.00 0.00 0.00
H 3.20582 -6.76696 -2.95442 0.01 0.00 0.01
H 2.20136 -5.74607 -3.99248 0.01 -0.01 0.00
H 3.68815 -6.46981 -4.62846 0.00 0.00 0.01
H 5.51592 -5.93139 -2.20861 0.00 0.00 0.00
H 5.90936 -5.64637 -3.89850 0.00 0.00 0.01
H 6.09020 -4.33669 -2.73913 0.00 0.00 0.00
H 3.01900 -3.46937 -4.73636 0.00 -0.01 0.00
H 4.58069 -2.84918 -4.18196 0.01 -0.01 0.01
H 4.52258 -4.18211 -5.34361 -0.01 0.01 0.00
H -3.67668 -7.14925 -2.53053 -0.01 0.00 0.00
H -2.61069 -6.46733 -3.76610 0.00 -0.01 0.01
H -2.54196 -8.19162 -3.38226 0.00 0.00 0.00
H -2.68950 -7.95688 -0.30028 0.00 0.01 -0.01
H -1.55003 -8.97410 -1.17609 0.00 0.00 0.01
H -0.95460 -7.79586 -0.00035 0.00 -0.01 -0.01
H -0.08409 -6.32747 -3.34994 -0.01 0.04 -0.05
H 0.58724 -6.89305 -1.82605 -0.02 -0.01 -0.02
H -0.09651 -8.05803 -2.97333 0.00 0.01 0.01
N -2.21651 2.04783 0.61725 0.02 -0.03 0.06
N -2.57702 3.12769 -0.24382 0.07 0.07 -0.11
C -2.64909 2.87018 -1.56968 0.03 -0.19 -0.02
N -2.83889 3.93439 -2.34421 0.00 0.09 -0.08
S -2.59369 1.29464 -2.18913 -0.02 0.05 -0.01
H -3.02363 1.42648 0.62984 -0.05 -0.06 0.04
H -2.16504 2.46420 1.54276 0.04 -0.03 0.04
H -2.08952 3.98634 0.00658 -0.04 0.04 0.08
H -2.76706 4.87191 -1.97534 0.00 -0.02 0.01
H -2.82453 3.80317 -3.33949 0.01 -0.02 -0.03
C 2.24398 2.61980 3.20039 0.05 0.03 -0.07
Te 2.02260 0.92383 1.91353 0.02 0.12 -0.01
C 1.33662 -0.04319 3.70043 -0.02 -0.04 -0.07
C 1.94225 0.74841 4.83053 0.01 0.00 0.02
C 2.05996 0.20934 6.10782 -0.03 -0.01 -0.03
C 2.61303 0.95621 7.13393 0.01 0.00 0.05
C 3.05444 2.24976 6.88991 0.02 0.01 0.05
C 2.94171 2.79179 5.62111 -0.03 0.00 -0.04
C 2.38525 2.04704 4.58556 0.01 -0.03 0.05
H 1.36580 3.25508 3.10880 -0.02 0.03 0.04
H 3.11721 3.19599 2.90179 0.00 -0.02 -0.02
H 1.65856 -1.08245 3.69896 0.02 0.00 0.02
H 0.24721 -0.02322 3.72237 0.00 -0.01 0.02
H 1.72154 -0.80309 6.29477 0.00 0.01 0.01
H 2.70927 0.52768 8.12296 0.00 0.00 -0.01
H 3.49558 2.83189 7.68837 0.00 0.00 -0.01
H 3.29414 3.79780 5.42701 0.00 -0.01 0.00
C 0.77104 3.95188 -3.20964 0.03 0.09 -0.03
Si 0.85443 3.47188 -1.36820 -0.05 -0.50 0.20
C 2.69744 3.72772 -0.94389 0.00 0.05 0.04
C -0.00330 4.92412 -0.46244 0.03 0.16 -0.10
C -0.14800 4.88604 0.93094 -0.04 0.03 0.02
C -0.85126 5.85550 1.63240 -0.03 0.01 0.06
C -1.45548 6.90462 0.94952 -0.03 0.04 0.05
C -1.32323 6.97910 -0.42842 -0.01 0.00 -0.05
C -0.60102 6.00682 -1.11726 -0.06 0.04 0.00
H 1.16067 4.95875 -3.39176 0.00 0.00 -0.02
H -0.23954 3.89746 -3.62250 0.00 -0.02 -0.01
H 1.39376 3.26368 -3.78694 -0.01 0.00 0.01
H 3.08829 4.66787 -1.34321 0.01 0.00 0.00
H 3.29571 2.90998 -1.35535 0.02 0.01 0.02
H 2.85688 3.74481 0.13939 0.01 -0.03 0.00
H 0.29359 4.05928 1.47907 0.05 -0.06 0.00
H -0.93242 5.79556 2.71201 0.00 0.01 -0.01
H -2.01186 7.66106 1.48773 0.01 -0.01 0.00
H -1.77188 7.80562 -0.96756 0.01 -0.01 0.00
H -0.49922 6.09961 -2.19385 0.02 0.00 0.00
```
Forces are in eV/Å.